1.
Below is one molecule with the formula C4H8FNS2, with properties calculated with ωB97M-V/def2-TZVPD.

The highest occupied orbital energy is -8.5690 eV. As for the SMILES: CSNC(=S)[C@@H](C)F. The value obtained for the relative energy (zero: lowest compared OMol25 entry of this formula, charge and spin) is 15.98 kcal per mole. The calculation puts the calculated total energy at -30154.948 eV. Its charge is 0.

Last column: Mulliken charge in e.
CARTESIAN COORDINATES (ANGSTROEM)
C 2.9805 -0.1311 0.7647  -0.75
S 2.3839 0.0649 -0.9246  -0.01
N 0.7233 -0.2210 -0.5318  -0.33
C -0.2034 0.6580 -0.1810  -0.03
S -0.1496 2.3373 0.0360  -0.24
C -1.4567 -0.0900 0.3080  0.50
C -2.5885 0.0045 -0.7340  -1.15
F -1.1414 -1.5337 0.3123  -0.41
H 2.4891 0.6643 1.2991  0.25
H 4.0719 0.1387 0.6449  0.29
H 2.9170 -1.1028 1.2263  0.29
H 0.4849 -1.1657 -0.5144  0.31
H -1.7499 0.3004 1.2841  0.31
H -2.3710 0.6841 -1.5481  0.33
H -2.8787 -0.9680 -1.1438  0.33
H -3.5115 0.3601 -0.2978  0.30

Forces on atoms 1 to 6 (eV/Å):
1.8298 1.1617 -0.9214
-0.8084 -0.3691 0.3575
1.6045 1.9513 -1.0507
-0.4212 0.8609 1.6775
0.1392 -1.8255 -0.5680
-0.2086 -0.9732 -2.1163



2.
Below is C4H8GaLiO3 as an isolated structure, with properties calculated with ωB97M-V/def2-TZVPD.

As for the spin multiplicity: 2. The highest occupied orbital energy (alpha / beta) is -22.6234 / -23.9566 eV. The expectation value of S² is 0.752. The calculation puts the calculated total energy at -62962.029 eV. Its charge is +3.

Last column: Mulliken spin population.
CARTESIAN COORDINATES (ANGSTROEM)
C -0.7919 -1.7315 -0.1423  0.01
C -0.9432 -0.3023 -0.6894  0.03
C 0.0130 0.6596 -0.0527  0.00
C -0.1861 1.0279 1.3450  0.00
O 0.6122 1.7466 1.9584  0.01
O -1.6332 -2.6286 -0.7631  0.13
Ga -2.8303 -2.6056 -1.6671  0.83
Li 2.3875 2.2711 1.5680  0.00
H -0.9898 -1.7105 0.9479  0.00
H 0.2669 -2.0353 -0.2596  0.00
H -1.9804 0.0382 -0.5502  0.00
H -0.7481 -0.3325 -1.7740  0.00
H 0.1502 1.5950 -0.6172  0.00
H -1.0316 0.5590 1.8822  0.00
O 2.8035 1.1990 -0.0022  0.00
H 3.2481 1.5563 -0.7854  0.00
H 1.6532 0.6937 -0.3984  0.00

Forces on atoms 1 to 6 (eV/Å):
1.2182 0.3159 1.9148
2.8793 -0.8241 -0.9843
-4.4593 1.3370 -1.5384
2.9017 0.4894 3.4970
-2.0528 -1.3571 -1.4240
9.7044 0.0343 7.2006



3.
Below is one molecule with the formula C4H8I2, with properties calculated with ωB97M-V/def2-TZVPD.

The highest occupied orbital energy is -9.4244 eV. As for the SMILES: CC(C)(I)CI. The value obtained for the relative energy (zero: lowest compared OMol25 entry of this formula, charge and spin) is 42.12 kcal per mole. The calculation puts the calculated total energy at -20477.301 eV. Its charge is 0.

Last column: Mulliken charge in e.
CARTESIAN COORDINATES (ANGSTROEM)
C 0.7874 -1.0470 -0.0730  -1.21
C 0.3831 0.3916 0.0907  0.41
C -0.8663 0.3060 1.0512  -1.07
I 2.3035 1.1544 1.3484  -0.01
C 0.0002 0.9964 -1.3612  -1.27
I -1.6826 -0.0344 -2.2702  0.06
H 1.8193 -1.2884 -0.3236  0.41
H 0.3243 -1.6530 -0.9535  0.19
H 0.7588 -1.6421 0.8451  0.43
H -1.8069 0.2966 0.5428  0.31
H -0.9554 1.1891 1.5866  0.41
H -0.9554 -0.6318 1.7262  0.27
H 0.7618 0.8617 -2.0147  0.55
H -0.1567 1.9749 -1.1793  0.51

Forces on atoms 1 to 6 (eV/Å):
1.2850 -2.9022 -1.6038
-1.3793 -2.1620 -0.1480
0.6521 -1.3226 0.1268
-1.7932 -0.0022 -1.2512
-0.5144 -2.7497 3.7384
0.4384 0.6060 0.2137



4.
Below is C4H8I2N2 as an isolated structure, with properties calculated with ωB97M-V/def2-TZVPD.

The highest occupied orbital energy (alpha / beta) is -7.6961 / -7.6936 eV. The value obtained for the relative energy (zero: lowest compared OMol25 entry of this formula, charge and spin) is 1.10 kcal per mole. The calculation puts the calculated total energy at -23454.821 eV. Its charge is 0.

Last column: Mulliken charge in e.
CARTESIAN COORDINATES (ANGSTROEM)
C 0.3640 0.2701 -1.6128  -0.13
C -0.6056 0.2393 -0.5745  -0.35
C -1.1827 -0.7982 0.0312  -0.27
C -2.3727 -0.6009 0.9788  -1.40
N 1.1015 -0.7160 -1.9786  0.17
N 1.4084 -1.8970 -1.4702  -0.79
I 4.5549 0.4443 0.3024  -0.08
I 1.3544 -2.1297 0.4818  0.09
H 0.2713 1.0343 -2.2818  0.44
H 4.2434 -1.0423 0.7400  0.07
H -0.9201 1.1828 -0.2544  0.36
H -0.9918 -1.8234 -0.3167  0.55
H -2.9566 -1.4266 0.9140  0.39
H -3.0726 0.2254 0.9389  0.37
H -2.0167 -0.5751 1.9919  0.29
H 1.6593 -0.5180 -2.9219  0.28

Forces on atoms 1 to 6 (eV/Å):
-1.0674 -1.1004 1.6592
0.3851 -0.5419 0.1607
-1.8438 -0.1086 -0.5920
2.1408 1.1117 0.2447
2.5487 -0.4263 -2.6218
0.0497 0.0429 -1.5186



5.
Below is a 2-piece molecular cluster, C4H8IN2 overall, with properties calculated with ωB97M-V/def2-TZVPD.

The highest occupied orbital energy is -13.2415 eV. The value obtained for the relative energy (zero: lowest compared OMol25 entry of this formula, charge and spin) is 6.00 kcal per mole. The calculation puts the calculated total energy at -15351.846 eV. Its charge is +1.

Last column: Mulliken charge in e.
CARTESIAN COORDINATES (ANGSTROEM)
C 0.0370 -1.7158 0.9648  -0.19
C 0.4521 -0.6153 -0.9087  -0.54
C 0.5005 0.2980 0.0588  0.50
C 0.8442 1.7666 0.1686  -1.15
N 0.2237 -0.4095 1.1869  -0.07
N 0.2507 -1.8532 -0.3197  -0.05
I -3.0590 0.4962 -0.7283  -0.10
H -0.0496 -2.4761 1.7080  0.41
H -2.6062 1.0607 -2.1302  0.13
H 0.4273 -0.2996 -1.8893  0.47
H 1.8547 1.9241 0.0085  0.35
H 0.7058 1.9360 1.2255  0.32
H 0.3376 2.4352 -0.5072  0.31
H 0.0648 0.1120 2.0976  0.28
H 0.0164 -2.6591 -0.9352  0.30

Forces on atoms 1 to 6 (eV/Å):
0.7300 1.2750 0.3343
0.2604 -0.2040 0.8501
0.2025 0.8485 0.5237
-1.4332 -1.5653 0.4855
-0.5438 1.1089 3.4723
-1.0310 -0.8132 -3.2537



6.
Below is an isolated ion of composition C4H8IN2 and charge +1, with properties calculated with ωB97M-V/def2-TZVPD.

The highest occupied orbital energy is -13.1814 eV. As for the SMILES: C=C(I)/C(N)=[NH+]/C. The value obtained for the relative energy (zero: lowest compared OMol25 entry of this formula, charge and spin) is 52.52 kcal per mole. The calculation puts the calculated total energy at -15349.829 eV. Its charge is +1.

Last column: Mulliken charge in e.
CARTESIAN COORDINATES (ANGSTROEM)
C -2.5624 -0.0479 0.6596  -0.46
C -1.5421 -0.7119 0.1796  -0.51
I -1.3838 -2.7393 -0.2097  0.25
C -0.0096 0.1303 -0.4708  0.54
N -0.0803 0.2554 -1.7447  -0.28
N 0.8616 0.1462 0.5014  -0.14
C 2.2825 0.4311 0.5834  -0.88
H -3.3498 -0.4244 1.1833  0.36
H -2.5526 0.9756 0.5751  0.27
H -0.9582 0.0987 -2.1494  0.27
H 0.7226 0.5026 -2.3322  0.24
H 0.4502 -0.2250 1.4112  0.34
H 2.8071 0.0658 1.4639  0.33
H 2.5561 1.4736 0.6315  0.34
H 2.7586 0.0692 -0.2822  0.33

Forces on atoms 1 to 6 (eV/Å):
2.1002 -0.1426 -0.7777
3.1144 1.0623 -1.7450
0.0646 0.0274 0.2577
-4.4295 -3.3356 3.6614
2.8101 1.1670 -0.7998
-0.6242 -0.4413 2.0911



7.
Below is a 2-piece molecular cluster, C4H8IN2O overall, with properties calculated with ωB97M-V/def2-TZVPD.

The highest occupied orbital energy is -13.7712 eV. The value obtained for the relative energy (zero: lowest compared OMol25 entry of this formula, charge and spin) is 32.50 kcal per mole. The calculation puts the calculated total energy at -17397.226 eV. Its charge is +1.

Last column: Mulliken charge in e.
CARTESIAN COORDINATES (ANGSTROEM)
C -1.4900 -2.4317 -0.6406  0.45
C -0.0303 0.8634 -0.9918  -0.55
C -1.0196 -0.4768 0.7148  -0.42
C 0.2697 1.6087 1.1960  -0.90
N -1.2714 -1.2766 -0.3716  -0.28
N -0.4259 0.7730 0.2198  0.27
O -1.8056 -3.4500 -1.0473  -0.31
I 2.5840 -0.9315 -1.3037  -0.04
H 0.5463 1.8192 -1.2482  0.29
H -0.3700 0.3254 -1.8079  0.51
H -1.9421 -0.0566 1.2853  0.35
H -0.3622 -1.0758 1.2868  0.41
H -0.5636 1.9925 1.9237  0.29
H 0.9754 1.1306 1.7379  0.42
H 0.8149 2.4881 0.8254  0.35
H 4.0903 -1.3018 -1.7787  0.16

Forces on atoms 1 to 6 (eV/Å):
-0.5458 0.9264 0.1499
0.6664 4.2739 0.1949
-2.5676 1.2696 0.8469
-4.0702 3.3863 1.0474
-0.7694 -0.2604 -1.4728
3.3825 -0.7481 -0.7258



8.
Below is C4H8InO4 as an isolated structure, with properties calculated with ωB97M-V/def2-TZVPD.

The highest occupied orbital energy is -3.3109 eV. The value obtained for the relative energy (zero: lowest compared OMol25 entry of this formula, charge and spin) is 57.09 kcal per mole. The calculation puts the calculated total energy at -17631.889 eV. Its charge is -1.

Last column: Mulliken charge in e.
CARTESIAN COORDINATES (ANGSTROEM)
In 17.6691 -22.1023 6.3642  0.77
O 15.0666 -21.3893 7.9734  -0.55
C 15.4107 -20.8500 9.2437  -0.32
C 16.8699 -21.0020 9.9461  -0.38
O 18.0559 -21.0415 9.1270  -0.76
H 14.5346 -21.0973 9.8432  0.30
H 15.3956 -19.7763 9.0561  0.22
H 16.8754 -21.9630 10.4606  0.22
H 16.9770 -20.1717 10.6442  0.24
O 15.6886 -20.8337 4.5481  -0.55
C 15.3581 -19.8380 3.5934  -0.44
C 14.1121 -18.8757 3.8314  -0.27
O 12.8940 -19.3128 4.4141  -0.55
H 15.1852 -20.3438 2.6435  0.25
H 16.2987 -19.3940 3.2675  0.33
H 13.9746 -18.2909 2.9219  0.28
H 14.4372 -18.0444 4.4570  0.21

Forces on atoms 1 to 6 (eV/Å):
-1.1443 1.0669 1.3449
2.2207 -0.0066 1.3338
-0.3883 -0.4073 -2.6578
1.9221 -0.9240 -2.2730
-2.4463 -0.0402 -0.2366
0.2885 0.0625 1.0173



9.
Below is an isolated ion of composition C4H8N and charge +1, with properties calculated with ωB97M-V/def2-TZVPD.

The highest occupied orbital energy (alpha / beta) is -14.5710 / -14.5704 eV. The value obtained for the relative energy (zero: lowest compared OMol25 entry of this formula, charge and spin) is 57.51 kcal per mole. The calculation puts the calculated total energy at -5757.370 eV. Its charge is +1.

Last column: Mulliken charge in e.
CARTESIAN COORDINATES (ANGSTROEM)
C 0.1237 -0.9856 0.0104  -0.04
C -1.1150 0.0487 0.5218  -0.37
C -2.1341 0.1015 -0.4192  -0.30
C 2.0932 0.4757 -0.0898  -0.65
N 1.2672 -0.6397 -0.1326  -0.12
H -0.2483 -1.9895 -0.0897  0.42
H -1.3579 -0.4953 1.4377  0.30
H -0.5917 0.9891 0.6946  0.32
H -2.1665 0.8781 -1.1662  0.28
H -2.8783 -0.6736 -0.4966  0.30
H 2.9699 0.2307 0.5112  0.27
H 1.6004 1.3650 0.3239  0.30
H 2.4374 0.6949 -1.1055  0.29

Forces on atoms 1 to 6 (eV/Å):
0.6473 -0.7325 -0.6178
-0.8815 1.0288 0.5631
0.8159 -0.1754 0.1539
0.8007 1.1645 -0.0162
-0.8391 -0.9787 0.0186
-0.2169 -0.2666 0.0209



10.
Below is an isolated ion of composition C4H8N and charge +1, with properties calculated with ωB97M-V/def2-TZVPD.

The highest occupied orbital energy is -14.5018 eV. As for the SMILES: C=[NH+]/C=C/C. The value obtained for the relative energy (zero: lowest compared OMol25 entry of this formula, charge and spin) is 5.41 kcal per mole. The calculation puts the calculated total energy at -5759.630 eV. Its charge is +1.

Last column: Mulliken charge in e.
CARTESIAN COORDINATES (ANGSTROEM)
C -2.1628 0.5925 -0.9134  -0.08
N -1.3325 0.2716 0.0003  -0.01
C 0.0378 0.0681 -0.2413  0.09
C 0.9336 -0.3431 0.6557  -0.20
C 2.3621 -0.5636 0.4331  -1.21
H -3.1655 0.9285 -0.7061  0.28
H -1.7733 0.6466 -1.9264  0.24
H -1.5461 0.3787 0.9923  0.33
H 0.4511 0.2485 -1.2347  0.28
H 0.5941 -0.5488 1.6758  0.27
H 2.8728 -0.0678 -0.3854  0.37
H 2.9516 -0.3577 1.3334  0.34
H 2.4731 -1.6680 0.3671  0.31

Forces on atoms 1 to 6 (eV/Å):
0.2474 0.4049 -0.2749
0.5312 0.7088 0.2031
1.8646 -0.4307 -0.7599
-1.2938 0.4957 0.9824
1.0329 -1.1329 0.6109
-0.1485 -0.2474 0.2790